Formula: C12H36O10PS6Tl
Source: the Open Molecules 2025 dataset
Level of theory: wB97M-V/def2-TZVPD

```
66
Properties=species:S:1:pos:R:3:mulliken_charge:R:1
Tl 20.186 -13.853 -12.743 3.109
P 20.285 -12.150 -10.887 0.326
O 20.223 -10.996 -9.816 -1.051
O 21.572 -13.044 -11.017 -0.781
O 20.070 -11.761 -12.367 -0.961
O 19.262 -13.293 -10.679 -0.553
C 24.352 -13.239 -14.636 -0.861
S 23.480 -13.620 -13.087 0.153
O 22.011 -13.881 -13.397 -0.156
C 23.798 -11.916 -12.444 -0.842
H 25.405 -13.030 -14.449 0.515
H 23.866 -12.526 -15.303 0.203
H 24.547 -14.154 -15.194 0.392
H 23.227 -11.658 -11.552 0.222
H 23.462 -11.312 -13.287 0.200
H 24.866 -11.789 -12.265 0.518
C 21.911 -17.494 -13.517 -1.189
S 20.701 -16.649 -14.634 0.189
O 20.056 -15.464 -13.850 -0.971
C 21.754 -15.756 -15.897 -0.431
H 22.488 -16.880 -12.827 0.233
H 22.629 -17.991 -14.169 0.509
H 21.429 -18.286 -12.943 0.359
H 21.127 -15.403 -16.716 0.234
H 22.513 -16.337 -16.422 0.524
H 22.362 -14.973 -15.445 -0.153
C 21.764 -12.342 -16.726 -1.319
S 20.333 -12.552 -15.542 0.484
O 20.538 -13.816 -14.756 -0.802
C 20.699 -11.147 -14.494 -0.909
H 21.576 -12.944 -17.615 0.408
H 22.764 -12.620 -16.396 0.186
H 21.838 -11.332 -17.130 0.532
H 21.180 -11.511 -13.585 0.074
H 19.816 -10.555 -14.255 0.107
H 21.521 -10.680 -15.037 0.730
C 17.917 -16.858 -14.518 -0.647
S 17.337 -15.163 -13.925 0.520
O 18.348 -14.648 -12.858 -1.908
C 17.385 -14.266 -15.558 -1.024
H 18.646 -17.199 -13.783 -0.364
H 18.277 -16.924 -15.545 0.366
H 17.088 -17.544 -14.339 0.446
H 16.770 -14.828 -16.261 0.611
H 18.318 -14.009 -16.060 0.211
H 16.813 -13.339 -15.585 0.479
C 17.093 -12.659 -12.208 -0.745
S 17.345 -12.428 -14.023 0.129
O 18.581 -13.284 -14.135 0.208
C 18.142 -10.843 -13.763 -0.934
H 16.600 -13.631 -12.192 0.041
H 16.507 -11.853 -11.765 0.692
H 18.066 -12.715 -11.719 1.172
H 18.771 -10.707 -12.883 0.229
H 17.287 -10.168 -13.721 0.610
H 18.728 -10.653 -14.662 0.372
C 17.982 -17.315 -11.759 -0.282
S 19.392 -16.430 -10.976 -0.124
O 20.039 -15.805 -12.222 0.216
C 18.298 -14.994 -10.412 -1.439
H 17.407 -17.833 -10.991 0.513
H 18.411 -18.164 -12.291 0.290
H 17.546 -16.632 -12.488 -0.075
H 18.795 -14.783 -9.465 0.529
H 17.239 -15.252 -10.450 0.277
H 18.527 -14.124 -11.027 0.404
```

Properties
* relative energy (zero: lowest compared OMol25 entry of this formula, charge and spin): 23.216 eV
* net charge: 0
* LUMO level: -0.136 eV
* multiplicity: 1
* F_max: 17.66 eV/Å
* E_HOMO: -0.2456 Eh
* frontier orbital gap: 6.547 eV

---

Formula: C12H36O10SSr
Source: the Open Molecules 2025 dataset
Level of theory: wB97M-V/def2-TZVPD

```
60
Properties=species:S:1:pos:R:3:mulliken_charge:R:1
Sr 2.373 -28.486 -22.124 1.629
S 4.731 -31.660 -20.923 1.046
O 5.864 -31.325 -20.068 -0.712
O 4.571 -33.107 -21.163 -0.724
O 3.509 -31.130 -20.281 -0.753
O 4.777 -30.944 -22.220 -0.732
C -0.475 -23.579 -23.025 -1.178
C 0.612 -24.513 -23.624 -0.059
O 0.181 -25.876 -23.531 -0.432
H -0.903 -24.040 -22.134 0.300
H -1.301 -23.352 -23.698 0.355
H -0.099 -22.576 -22.826 0.360
H 1.502 -24.411 -23.003 0.215
H 0.850 -24.334 -24.672 0.246
H -0.695 -25.894 -23.924 0.228
C 4.974 -25.818 -17.809 -1.009
C 3.850 -26.777 -17.917 -0.219
O 3.030 -26.415 -19.035 -0.474
H 4.637 -24.876 -17.378 0.341
H 5.464 -25.650 -18.768 0.218
H 5.758 -26.205 -17.157 0.349
H 3.227 -26.711 -17.026 0.211
H 4.189 -27.791 -18.131 0.378
H 2.660 -25.551 -18.840 0.244
C 1.548 -27.462 -27.719 -1.088
C 2.892 -27.343 -27.017 -0.224
O 2.978 -28.224 -25.922 -0.410
H 0.761 -27.409 -26.967 0.255
H 1.517 -28.340 -28.365 0.298
H 1.410 -26.574 -28.336 0.367
H 3.005 -26.307 -26.697 0.181
H 3.672 -27.548 -27.750 0.375
H 3.728 -28.811 -26.049 0.278
C 6.844 -25.349 -24.344 -1.243
C 5.698 -25.175 -23.393 -0.029
O 5.475 -26.369 -22.732 -0.394
H 6.607 -26.071 -25.126 0.293
H 7.795 -25.718 -23.961 0.398
H 7.031 -24.419 -24.881 0.354
H 4.833 -24.887 -23.991 0.153
H 5.838 -24.341 -22.705 0.239
H 6.313 -26.794 -22.534 0.278
C -1.084 -31.619 -25.666 -1.022
C -0.845 -31.193 -24.219 -0.123
O 0.550 -31.203 -24.005 -0.425
H -0.482 -31.019 -26.349 0.227
H -2.111 -31.375 -25.935 0.351
H -0.776 -32.653 -25.819 0.341
H -1.427 -31.775 -23.505 0.276
H -1.132 -30.146 -24.114 0.160
H 0.824 -32.119 -23.916 0.264
C -3.138 -29.218 -19.905 -0.996
C -1.806 -28.527 -19.642 -0.163
O -0.767 -29.328 -20.145 -0.421
H -3.197 -30.180 -19.396 0.319
H -3.195 -29.500 -20.956 0.221
H -4.018 -28.682 -19.549 0.350
H -1.610 -28.281 -18.598 0.300
H -1.852 -27.591 -20.199 0.162
H -0.614 -30.036 -19.515 0.267
```

Properties
* net charge: 0
* LUMO level: -1.530 eV
* multiplicity: 1
* F_max: 3.40 eV/Å
* E_HOMO: -0.2012 Eh
* frontier orbital gap: 3.944 eV

---

Formula: C12H36O12
Source: the Open Molecules 2025 dataset
Level of theory: wB97M-V/def2-TZVPD

```
60
Properties=species:S:1:pos:R:3:mulliken_charge:R:1
O 3.662 -9.431 14.684 -0.544
C 2.312 -9.575 14.338 -0.384
C 1.444 -10.226 15.401 -0.184
O 1.329 -9.274 16.456 -0.519
H 3.734 -8.902 15.499 0.469
H 1.847 -8.607 14.102 0.111
H 2.222 -10.053 13.360 0.426
H 1.957 -11.113 15.795 0.183
H 0.512 -10.609 14.978 0.396
H 0.885 -9.662 17.214 0.250
O 7.296 -7.887 19.275 -0.542
C 7.670 -7.556 17.940 0.035
C 7.788 -6.043 17.865 -0.528
O 8.893 -5.574 18.628 -0.565
H 7.167 -8.860 19.330 0.359
H 8.601 -8.090 17.719 0.273
H 6.890 -7.877 17.237 0.098
H 6.860 -5.588 18.238 0.178
H 7.866 -5.650 16.851 0.374
H 8.803 -6.038 19.473 0.340
O 1.653 -3.932 18.144 -0.444
C 2.474 -2.837 18.576 -0.284
C 2.374 -1.762 17.532 -0.329
O 3.380 -0.781 17.747 -0.535
H 1.523 -4.545 18.871 0.243
H 2.092 -2.383 19.497 0.286
H 3.459 -3.269 18.761 0.302
H 1.361 -1.347 17.501 0.319
H 2.437 -2.171 16.514 0.160
H 2.954 0.079 17.714 0.327
O 6.646 -10.497 19.635 -0.557
C 6.212 -11.044 18.401 -0.294
C 4.797 -11.565 18.424 -0.440
O 3.906 -10.459 18.388 -0.413
H 6.313 -11.023 20.367 0.325
H 6.333 -10.299 17.613 0.155
H 6.867 -11.858 18.071 0.277
H 4.600 -12.188 19.304 0.348
H 4.616 -12.163 17.524 0.358
H 2.992 -10.705 18.250 0.203
O 4.247 -7.666 16.852 -0.375
C 3.550 -6.485 17.214 -0.345
C 2.857 -5.918 15.994 -0.180
O 1.621 -6.598 15.734 -0.456
H 4.283 -8.339 17.540 0.148
H 2.898 -6.664 18.075 0.336
H 4.234 -5.730 17.626 0.024
H 3.430 -6.079 15.073 0.325
H 2.732 -4.839 16.037 0.105
H 1.667 -7.503 16.092 0.189
O -1.303 -3.069 13.084 -0.519
C -0.056 -3.207 13.746 -0.456
C -0.218 -3.947 15.051 0.304
O -0.681 -5.256 14.716 -0.562
H -1.193 -2.858 12.156 0.293
H 0.709 -3.720 13.161 0.306
H 0.300 -2.186 13.934 0.266
H -0.959 -3.507 15.721 0.228
H 0.736 -3.997 15.576 -0.242
H -0.177 -5.932 15.196 0.377
```

Properties
* relative energy (zero: lowest compared OMol25 entry of this formula, charge and spin): 0.807 eV
* net charge: 0
* SMILES: OCCO.OCCO.OCCO.OCCO.OCCO.OCCO
* LUMO level: -0.107 eV
* multiplicity: 1
* F_max: 1.35 eV/Å
* E_HOMO: -0.3422 Eh
* frontier orbital gap: 9.205 eV

---

Formula: C12H36O6
Source: the Open Molecules 2025 dataset
Level of theory: wB97M-V/def2-TZVPD

```
54
Properties=species:S:1:pos:R:3:mulliken_charge:R:1
C 0.583 -0.615 1.109 -0.965
C -0.698 -0.279 0.293 -0.333
O -0.579 0.769 -0.545 -0.415
H 0.481 0.150 1.880 0.207
H 1.528 -0.503 0.578 0.222
H 0.574 -1.544 1.679 0.310
H -1.548 -0.195 0.971 0.380
H -0.902 -1.201 -0.251 0.375
H -1.440 0.976 -0.916 0.096
C -1.724 2.525 2.073 -0.763
C -1.886 2.152 3.584 -0.450
O -0.908 2.817 4.329 -0.504
H -2.156 3.521 1.981 0.391
H -2.413 1.878 1.532 0.126
H -0.726 2.500 1.635 0.259
H -1.925 1.091 3.833 0.256
H -2.850 2.468 3.981 0.411
H -1.391 3.065 5.121 0.316
C 3.682 0.116 2.449 -0.957
C 4.296 0.849 1.333 -0.156
O 5.469 0.155 0.942 -0.528
H 2.806 0.592 2.890 0.309
H 4.500 -0.102 3.135 0.327
H 3.195 -0.806 2.131 0.211
H 4.648 1.855 1.559 0.302
H 3.679 1.130 0.480 0.241
H 5.929 0.842 0.454 0.298
C -0.129 -4.601 1.191 -1.043
C -0.009 -6.123 1.491 -0.343
O 0.421 -6.893 0.300 -0.531
H -0.124 -3.972 2.082 0.358
H -0.920 -4.420 0.463 0.335
H 0.732 -4.166 0.684 0.358
H -0.899 -6.654 1.828 0.316
H 0.809 -6.136 2.212 0.253
H 0.509 -7.805 0.588 0.299
C 0.727 1.322 -3.717 -0.901
C 1.373 -0.045 -3.505 -0.169
O 1.421 -0.828 -4.713 -0.560
H 0.989 2.130 -3.034 0.325
H -0.323 1.100 -3.902 0.085
H 0.859 1.801 -4.687 0.478
H 0.764 -0.606 -2.797 0.126
H 2.268 0.006 -2.886 0.320
H 0.540 -0.917 -5.084 0.315
C -3.919 1.752 -2.692 -0.916
C -2.987 2.864 -3.067 0.149
O -2.710 3.600 -1.868 -0.543
H -4.523 1.897 -1.796 0.297
H -3.241 0.924 -2.487 0.197
H -4.529 1.521 -3.566 0.318
H -3.387 3.489 -3.867 0.388
H -2.069 2.494 -3.523 -0.173
H -1.868 4.061 -1.890 0.298
```

Properties
* relative energy (zero: lowest compared OMol25 entry of this formula, charge and spin): 4.496 eV
* net charge: 0
* SMILES: CCO.CCO.CCO.CCO.CCO.CCO
* LUMO level: 0.584 eV
* multiplicity: 1
* F_max: 4.19 eV/Å
* E_HOMO: -0.3667 Eh
* frontier orbital gap: 10.564 eV